This record from the Open Molecules 2025 dataset describes a structure of composition H46LiO23 in a non-equilibrium geometry. The level of theory is wB97M-V/def2-TZVPD.

Properties
Energy: -48043.9374 eV
Gap between HOMO and LUMO: 9.551 eV
Lowest unoccupied orbital energy: -0.1058 Eh
Energy above the lowest of the compared OMol25 structures with the same formula, charge and spin: 53.7 kJ/mol
HOMO level: -0.457 Eh
Net charge: +1

Each line ends with the Mulliken charge.
CARTESIAN COORDINATES (ANGSTROEM)
1 Li 0.0096 0.0784 -0.5826  0.560
2 O 2.2860 -3.7351 0.4836  -0.614
3 H 3.1943 -3.7188 0.7853  0.249
4 H 2.2046 -4.5642 0.0122  0.285
5 O 3.5029 -1.3154 -1.2656  -0.599
6 H 3.6419 -2.2110 -0.9576  0.247
7 H 4.0282 -0.7746 -0.6758  0.243
8 O 0.1554 -4.1235 2.2729  -0.659
9 H 0.8573 -4.0371 1.6279  0.419
10 H -0.4475 -3.4085 2.0687  0.288
11 O 4.1147 2.7380 -1.7599  -0.619
12 H 3.3869 2.1247 -1.8621  0.412
13 H 4.2425 2.8032 -0.8135  0.296
14 O 0.2550 3.5805 0.2593  -0.564
15 H -0.4196 2.9301 0.4550  0.264
16 H 0.1140 4.2739 0.9038  0.226
17 O -2.1676 -2.4878 1.7207  -0.528
18 H -2.5073 -1.7773 2.2646  0.245
19 H -2.9401 -3.0036 1.4895  0.285
20 O 1.1548 -0.9206 -2.4345  -0.600
21 H 1.1331 -1.4846 -3.2076  0.209
22 H 2.0811 -0.8734 -2.1979  0.215
23 O 1.8225 1.7333 -3.5461  -0.675
24 H 1.4060 1.0724 -2.9930  0.311
25 H 1.4037 2.5562 -3.2935  0.477
26 O -0.3855 -1.7454 4.2090  -0.653
27 H -1.0291 -2.1251 4.8072  0.323
28 H -0.8691 -1.6023 3.3954  0.195
29 O -0.7650 1.2248 1.0384  -0.179
30 H -0.2708 0.9286 1.8028  0.292
31 H -1.6505 0.8904 1.1806  0.112
32 O 1.7371 1.1621 -0.4446  -0.003
33 H 1.8313 1.9415 0.1031  0.076
34 H 2.6325 0.8485 -0.5717  -0.137
35 O 0.6308 0.6858 3.4963  -0.698
36 H 0.2476 -0.0574 3.9623  0.353
37 H 1.5749 0.5329 3.5356  0.276
38 O 0.7830 -1.3313 0.5788  1.028
39 H 1.0286 -2.1413 0.1317  0.061
40 H 1.3410 -1.3076 1.3562  -0.054
41 O -1.6609 0.0645 -1.8036  -0.623
42 H -1.5429 -0.3021 -2.6799  0.228
43 H -2.3577 0.7127 -1.9065  0.289
44 O 2.2831 3.3852 2.5581  -0.549
45 H 2.0831 3.4557 3.4915  0.303
46 H 2.7643 2.5617 2.4773  0.255
47 O 0.4627 4.0973 -2.6144  -0.666
48 H 0.6181 3.8048 -1.7164  0.362
49 H 0.2877 5.0349 -2.5345  0.269
50 O -1.9189 1.8289 -4.9543  -0.608
51 H -2.5188 1.5226 -4.2742  0.358
52 H -1.9283 2.7824 -4.8710  0.275
53 O -2.4234 -1.3242 -4.0304  -0.614
54 H -2.1403 -0.9770 -4.8763  0.324
55 H -2.0215 -2.1915 -3.9803  0.295
56 O -3.5813 1.3623 -2.5857  -0.563
57 H -4.1237 2.1295 -2.4028  0.236
58 H -4.2081 0.6505 -2.7149  0.300
59 O 2.2461 -1.9121 3.3095  -0.573
60 H 2.8215 -2.6444 3.5308  0.292
61 H 1.3706 -2.2126 3.5535  0.308
62 O -2.7718 -0.3650 3.6083  -0.658
63 H -2.7692 0.0130 4.4877  0.304
64 H -3.0359 0.3567 3.0376  0.294
65 O -3.6310 1.0607 1.3045  -0.585
66 H -4.3172 1.7275 1.2775  0.232
67 H -4.0990 0.2309 1.2119  0.290
68 O -0.8837 -3.0469 -1.2160  -0.669
69 H -1.5244 -3.0254 -0.5051  0.286
70 H -0.8284 -2.1399 -1.5167  0.238

=====

This record from the Open Molecules 2025 dataset describes the molecule C23H20N4O3S in a non-equilibrium geometry. The level of theory is wB97M-V/def2-TZVPD.

Properties
Structure (SMILES): O=C(Nc1nc2ccc3ccccc3c2s1)c1ccc(N2CCCCC2)c([N+](=O)[O-])c1
Energy: -47112.7014 eV
Gap between HOMO and LUMO: 7.232 eV
Lowest unoccupied orbital energy: -0.0199 Eh
Energy above the lowest of the compared OMol25 structures with the same formula, charge and spin: 264.3 kJ/mol
HOMO level: -0.286 Eh
Net charge: 0

Each line ends with the Mulliken charge.
CARTESIAN COORDINATES (ANGSTROEM)
1 O -1.3621 -1.6120 0.0244  -0.771
2 C -0.7729 -0.5459 0.0417  0.828
3 N -1.4684 0.6339 0.0562  -0.039
4 C -2.8367 0.6733 0.0582  0.415
5 N -3.4962 1.7764 0.0982  -0.706
6 C -4.8396 1.5386 0.0874  -0.294
7 C -5.8359 2.5329 0.1266  -0.564
8 C -7.1456 2.1591 0.1088  -0.958
9 C -7.5339 0.7962 0.0494  0.817
10 C -8.8875 0.4107 0.0257  -0.684
11 C -9.2432 -0.9101 -0.0347  -0.614
12 C -8.2602 -1.9080 -0.0734  -0.567
13 C -6.9341 -1.5708 -0.0506  -0.871
14 C -6.5429 -0.2213 0.0106  0.785
15 C -5.1957 0.1881 0.0336  0.868
16 S -3.7682 -0.8102 0.0030  -0.212
17 C 0.7009 -0.4540 0.0479  0.425
18 C 1.4162 -1.6604 0.1235  -1.123
19 C 2.7837 -1.6919 0.0917  -0.557
20 C 3.5533 -0.5126 -0.0274  1.037
21 N 4.8944 -0.5526 -0.2075  0.334
22 C 5.6021 0.3253 -1.1190  -1.025
23 C 6.8601 0.9003 -0.4744  -0.425
24 C 7.7550 -0.2445 -0.0128  -0.784
25 C 6.9589 -1.1582 0.9114  -0.741
26 C 5.7014 -1.6778 0.2090  -0.951
27 C 2.8200 0.7009 0.0026  -0.362
28 N 3.4474 1.9749 0.1967  1.013
29 O 2.8936 2.9548 -0.2643  -0.649
30 O 4.4566 2.0161 0.8735  -0.565
31 C 1.4300 0.7218 0.0009  -0.691
32 H -1.0083 1.5319 0.0811  0.232
33 H -5.5357 3.5675 0.1704  0.476
34 H -7.9238 2.9081 0.1391  0.357
35 H -9.6453 1.1809 0.0556  0.377
36 H -10.2859 -1.1915 -0.0532  0.379
37 H -8.5568 -2.9454 -0.1218  0.389
38 H -6.1646 -2.3290 -0.0800  0.349
39 H 0.8484 -2.5768 0.1797  0.462
40 H 3.2792 -2.6487 0.1026  0.408
41 H 5.8953 -0.2769 -1.9934  0.505
42 H 4.9466 1.1184 -1.4769  0.374
43 H 6.5738 1.5154 0.3783  0.272
44 H 7.3784 1.5292 -1.1985  0.362
45 H 8.1051 -0.8122 -0.8790  0.299
46 H 8.6286 0.1472 0.5089  0.364
47 H 7.5649 -2.0074 1.2296  0.365
48 H 6.6574 -0.5974 1.7976  0.317
49 H 5.9865 -2.2870 -0.6602  0.349
50 H 5.1396 -2.2967 0.9076  0.494
51 H 0.9661 1.6977 -0.0045  0.499

=====

This record from the Open Molecules 2025 dataset describes a cluster of 2 separate species, C2H9NO in total in a non-equilibrium geometry. The level of theory is wB97M-V/def2-TZVPD.

Properties
Structure (SMILES): NCO.C
Energy: -5756.7231 eV
Gap between HOMO and LUMO: 11.110 eV
Lowest unoccupied orbital energy: 0.0345 Eh
Energy above the lowest of the compared OMol25 structures with the same formula, charge and spin: 77.2 kJ/mol
HOMO level: -0.374 Eh
Net charge: 0

Each line ends with the Mulliken charge.
CARTESIAN COORDINATES (ANGSTROEM)
1 N 1.1382 -1.3919 0.4660  -0.632
2 C 0.9013 -0.0730 1.0671  -0.154
3 O -0.2203 -0.0583 2.0286  -0.529
4 H 2.0649 -1.6984 0.7081  0.226
5 H 1.2207 -1.3424 -0.5274  0.240
6 H 1.7046 0.3108 1.7231  0.300
7 H 0.8644 0.6743 0.2840  0.277
8 H -0.4834 -0.9816 2.0731  0.265
9 C -1.4082 0.9108 -1.5225  -1.078
10 H -0.9191 1.6840 -2.0776  0.293
11 H -1.6249 1.0504 -0.5060  0.255
12 H -0.8670 -0.0261 -1.7234  0.193
13 H -2.3711 0.9414 -1.9931  0.345

=====

This record from the Open Molecules 2025 dataset describes a structure of composition C27H19Br3Cl2CsN5O6S in a non-equilibrium geometry. The level of theory is wB97M-V/def2-TZVPD.

Properties
Energy: -294601.6177 eV
Gap between HOMO and LUMO: 5.736 eV
Lowest unoccupied orbital energy: 0.1136 Eh
HOMO level: -0.097 Eh
Net charge: -2

Each line ends with the Mulliken charge.
CARTESIAN COORDINATES (ANGSTROEM)
1 Cs -1.8470 0.8947 -1.0884  0.928
2 Br 0.6779 2.5592 4.4235  -0.151
3 C 0.4826 1.9248 2.5859  -0.009
4 Br -0.3544 0.1978 2.5012  -0.129
5 H 1.5126 1.8116 2.1829  0.196
6 H -0.0892 2.6638 2.0438  0.083
7 Br 3.9464 4.4740 2.4997  -0.176
8 C 2.8986 5.2718 1.1693  0.229
9 C 3.3984 6.4244 0.5601  -0.398
10 C 2.6270 6.9727 -0.4561  -0.387
11 C 1.5110 6.2528 -0.8962  -0.503
12 C 1.0198 5.1288 -0.1408  0.462
13 N 1.7418 4.7048 0.9017  -0.128
14 C -0.2213 4.2798 -0.5240  0.288
15 O -0.3310 4.0789 -1.7572  -0.725
16 O -0.9877 3.8261 0.3640  -0.725
17 H 4.3692 6.8080 0.9197  0.342
18 H 2.9462 7.9144 -0.9009  0.366
19 H 0.9853 6.5270 -1.8123  0.422
20 O -9.2712 -1.7266 -1.0467  -0.728
21 C -8.9030 -0.9090 -0.1853  0.463
22 O -9.5302 -0.2139 0.6563  -0.752
23 C -7.4106 -0.6660 -0.1584  0.307
24 C -6.9027 0.3136 0.7403  -0.575
25 C -5.5284 0.4496 0.7824  -0.506
26 N -4.7109 -0.0995 -0.1446  -0.134
27 C -5.1422 -0.9736 -1.0116  0.397
28 C -6.5299 -1.3392 -1.0175  -0.292
29 C -4.1404 -1.6109 -1.9972  0.236
30 O -3.3811 -0.7958 -2.6061  -0.862
31 O -4.1881 -2.8540 -2.0099  -0.722
32 H -7.5068 0.9596 1.3872  0.371
33 H -5.0875 1.0604 1.5715  0.388
34 H -6.8583 -2.0685 -1.7515  0.422
35 N 3.4654 -2.5897 -0.9083  -0.142
36 C 3.7357 -3.6570 0.0436  -0.044
37 C 4.4495 -4.8323 -0.3547  -0.449
38 C 4.6627 -5.8612 0.5424  -0.607
39 C 4.3153 -5.6548 1.9128  -0.468
40 C 3.7092 -4.4596 2.3098  -0.769
41 C 3.3778 -3.4889 1.3477  0.870
42 S 2.4979 -2.1308 1.8870  -0.138
43 N 2.4250 -1.1274 0.6208  -0.209
44 C 2.8253 -1.4329 -0.5786  0.532
45 C 2.5047 -0.4673 -1.6799  0.256
46 C 2.5306 -0.9751 -3.0143  -0.652
47 C 2.3413 -0.0818 -4.0449  -0.459
48 C 2.0322 1.2638 -3.7458  -0.719
49 C 1.9769 1.6251 -2.4111  0.017
50 N 2.1493 0.7716 -1.3947  -0.236
51 H 4.0338 -2.5150 -1.7441  0.284
52 H 4.7741 -4.8902 -1.3964  0.327
53 H 5.0745 -6.8337 0.2365  0.338
54 H 4.5409 -6.3405 2.7214  0.341
55 H 3.5484 -4.3012 3.3752  0.357
56 H 2.7826 -2.0128 -3.1886  0.447
57 H 2.5076 -0.4341 -5.0549  0.400
58 H 1.9837 2.0242 -4.5452  0.380
59 H 1.7031 2.6127 -2.0389  0.367
60 Cl -1.6059 -4.9340 3.5075  -0.206
61 C -1.8089 -3.1992 3.1603  -0.241
62 Cl -2.1426 -2.8351 1.4634  -0.047
63 H -0.9038 -2.6693 3.4654  0.149
64 H -2.6813 -2.8153 3.7216  0.322

=====

This record from the Open Molecules 2025 dataset describes the molecule C6H11N2 in a non-equilibrium geometry. The level of theory is wB97M-V/def2-TZVPD.

Properties
Energy: -9377.1700 eV
Gap between HOMO and LUMO (spin up / spin down): 5.279 / 8.832 eV
Lowest unoccupied orbital energy (spin up / spin down): 0.0412 / 0.0365 Eh
Energy above the lowest of the compared OMol25 structures with the same formula, charge and spin: 166.1 kJ/mol
HOMO level (spin up / spin down): -0.153 / -0.288 Eh
Multiplicity: 2
Net charge: 0

Each line ends with the Mulliken spin population.
CARTESIAN COORDINATES (ANGSTROEM)
1 C -0.9442 -0.6225 2.6292  0.003
2 C -0.2672 0.4184 1.7825  0.007
3 C 0.5544 -0.3387 0.6960  0.023
4 C 0.3471 0.0050 -0.7444  0.077
5 C 0.3328 -0.9060 -1.7690  -0.043
6 N 0.0768 -0.1889 -2.9457  0.131
7 C 0.0260 1.1491 -2.6270  0.697
8 N 0.4399 1.3007 -1.3098  0.129
9 H -1.1924 -1.6048 2.1875  -0.002
10 H -1.7970 -0.2990 3.2158  -0.001
11 H -0.1858 -1.0866 3.3156  -0.001
12 H 0.4450 0.8977 2.4862  -0.004
13 H -1.0297 1.0277 1.2844  0.004
14 H 0.6326 -1.4115 0.9917  0.004
15 H 1.5233 0.1353 0.7640  -0.009
16 H 0.5324 -1.9454 -1.7498  -0.003
17 H -0.1584 -0.6164 -3.8807  -0.020
18 H -0.0196 1.8879 -3.4040  0.027
19 H 0.6841 2.1981 -0.9226  -0.020

=====

Q: Which of these has the lowest energy?
A: C27H19Br3Cl2CsN5O6S

=====

What did the third record say?
This record from the Open Molecules 2025 dataset describes a cluster of 2 separate species, C2H9NO in total in a non-equilibrium geometry. The level of theory is wB97M-V/def2-TZVPD.

Properties
Structure (SMILES): NCO.C
Energy: -5756.7231 eV
Gap between HOMO and LUMO: 11.110 eV
Lowest unoccupied orbital energy: 0.0345 Eh
Energy above the lowest of the compared OMol25 structures with the same formula, charge and spin: 77.2 kJ/mol
HOMO level: -0.374 Eh
Net charge: 0

Each line ends with the Mulliken charge.
CARTESIAN COORDINATES (ANGSTROEM)
1 N 1.1382 -1.3919 0.4660  -0.632
2 C 0.9013 -0.0730 1.0671  -0.154
3 O -0.2203 -0.0583 2.0286  -0.529
4 H 2.0649 -1.6984 0.7081  0.226
5 H 1.2207 -1.3424 -0.5274  0.240
6 H 1.7046 0.3108 1.7231  0.300
7 H 0.8644 0.6743 0.2840  0.277
8 H -0.4834 -0.9816 2.0731  0.265
9 C -1.4082 0.9108 -1.5225  -1.078
10 H -0.9191 1.6840 -2.0776  0.293
11 H -1.6249 1.0504 -0.5060  0.255
12 H -0.8670 -0.0261 -1.7234  0.193
13 H -2.3711 0.9414 -1.9931  0.345

=====

Q: Which value of net charge does entry 4 give?
A: -2